(1)
DFT (ωB97M-V/def2-TZVPD) results for a molecular structure, C58H38F15GeIInNO4S2 at a distorted geometry.

Results
Frontier orbital gap (spin up / spin down) = 4.53 / 4.53 eV
Total charge = -2
Energy = -7447.17518 Eh

Geometry as XYZ:
```
121
Properties=species:S:1:pos:R:3:forces:R:3
In 0.000 0.000 0.000 0.54 1.14 -0.16
O 2.062 0.007 0.061 6.93 9.87 5.92
C 2.972 0.456 0.902 0.21 1.88 0.71
C 2.142 1.307 1.889 1.11 0.59 1.23
C 1.095 0.564 2.715 0.12 0.05 -0.26
C 1.064 0.913 4.083 -0.17 -0.39 -0.24
C 0.038 0.466 4.893 0.24 0.19 -0.32
C -0.949 -0.300 4.313 0.32 -0.36 -0.81
C -0.849 -0.630 2.952 0.30 -1.13 -0.17
C -1.979 -1.460 2.367 0.65 -1.54 2.27
C -1.510 -2.549 1.362 -0.37 0.32 -0.10
O -0.536 -1.940 0.710 1.50 -2.43 -1.64
C -2.698 -2.883 0.404 -1.03 -0.91 0.31
C -3.994 -3.110 0.917 0.34 -0.27 -0.53
C -5.061 -3.457 0.083 0.35 0.07 0.27
C -4.860 -3.589 -1.289 0.24 0.13 -0.07
C -3.591 -3.379 -1.823 -0.07 0.02 0.57
C -2.525 -3.038 -0.985 0.14 -1.00 1.11
C -0.944 -3.813 2.088 -0.41 -0.78 0.41
C -1.477 -5.103 1.900 0.22 0.14 0.17
C -0.976 -6.220 2.585 0.12 0.52 -0.12
C 0.083 -6.080 3.477 -0.12 -0.04 -0.11
C 0.650 -4.826 3.668 -0.30 0.46 -0.48
C 0.146 -3.718 2.978 -0.04 0.17 -0.31
N 0.172 -0.248 2.102 1.54 1.51 6.46
C 4.001 1.274 0.061 0.88 0.37 0.65
C 4.193 2.659 0.206 0.14 -0.37 -0.28
C 5.166 3.339 -0.536 -0.26 -0.39 -0.08
C 5.969 2.651 -1.443 -0.12 0.12 0.11
C 5.793 1.282 -1.617 -0.50 -0.23 0.47
C 4.821 0.606 -0.876 -0.29 0.19 0.36
C 3.703 -0.671 1.687 0.58 -0.09 0.44
C 4.828 -0.367 2.481 -0.20 -0.50 -0.08
C 5.497 -1.356 3.210 -0.42 0.25 -0.32
C 5.051 -2.676 3.167 -0.16 0.01 -0.13
C 3.936 -3.000 2.400 -0.15 0.38 -0.12
C 3.270 -2.009 1.675 -0.01 0.53 0.01
H 1.601 2.120 1.377 0.19 -0.42 -0.39
H 2.836 1.812 2.577 -0.27 0.01 0.41
H 1.835 1.553 4.495 0.04 -0.06 -0.18
H 0.001 0.728 5.941 0.00 0.04 0.08
H -1.785 -0.660 4.900 -0.04 -0.07 -0.17
H -2.657 -0.737 1.887 0.98 -3.03 3.39
H -2.554 -1.929 3.177 -0.02 0.29 0.18
H -4.163 -3.034 1.986 -0.04 -0.01 -0.01
H -6.043 -3.624 0.511 -0.01 0.00 -0.02
H -5.685 -3.852 -1.940 -0.03 -0.01 0.02
H -3.413 -3.472 -2.889 0.00 0.03 0.02
H -1.533 -2.872 -1.408 -0.69 -1.15 0.71
H -2.279 -5.261 1.187 -0.02 0.13 0.08
H -1.409 -7.196 2.398 0.01 0.01 0.02
H 0.484 -6.943 3.994 -0.03 -0.03 0.03
H 1.504 -4.690 4.323 -0.05 -0.04 0.01
H 0.649 -2.758 3.089 -0.17 -0.13 0.05
H 3.572 3.224 0.892 0.03 -0.05 0.03
H 5.282 4.410 -0.406 0.01 -0.01 -0.02
H 6.716 3.181 -2.023 0.02 0.03 0.01
H 6.393 0.729 -2.331 0.00 0.08 0.06
H 4.664 -0.462 -1.021 0.06 0.17 0.02
H 5.183 0.658 2.520 0.00 -0.03 -0.06
H 6.360 -1.090 3.807 0.01 -0.02 0.01
H 5.560 -3.447 3.732 0.03 0.01 0.00
H 3.552 -4.014 2.361 0.09 0.01 0.06
H 2.372 -2.265 1.105 0.82 -0.31 0.91
O 1.431 -1.253 -0.660 -3.56 -14.33 -8.18
H 0.969 -1.835 -1.314 -0.38 -1.31 -0.21
H 1.618 -1.845 0.111 -0.82 0.77 -1.86
I -1.092 -0.994 -2.338 3.66 -1.19 -4.10
C -4.102 -0.155 1.122 -1.65 0.87 -0.31
S -2.376 0.074 0.621 -2.95 4.14 -3.79
O -1.748 1.010 1.612 -3.53 1.15 0.42
C -2.707 1.060 -0.857 -1.26 1.53 0.29
C -2.547 2.449 -0.847 -0.55 -0.53 -0.02
C -2.807 3.196 -1.997 -2.16 -1.07 -1.13
C -3.223 2.557 -3.164 -0.49 -0.77 0.88
C -3.376 1.172 -3.184 -0.40 0.62 0.15
C -3.117 0.423 -2.034 -1.62 0.59 0.29
H -4.592 0.815 1.236 0.21 0.03 -0.13
H -4.116 -0.681 2.080 -0.63 0.30 -0.31
H -4.626 -0.757 0.376 0.15 0.22 -0.03
H -2.216 2.957 0.057 -0.07 -0.45 -0.12
H -2.680 4.276 -1.982 -1.96 -1.55 -1.28
H -3.422 3.140 -4.060 -0.28 -0.51 0.76
H -3.693 0.674 -4.098 0.08 -0.07 0.10
H -3.232 -0.657 -2.069 -1.40 0.82 0.37
F -1.560 4.660 -1.120 4.48 3.68 2.23
C -0.464 5.460 -1.130 1.09 0.46 0.18
C 0.648 5.137 -1.928 0.19 1.00 -0.02
C 1.776 5.980 -1.907 -1.05 -0.07 0.59
F 2.876 5.696 -2.642 -0.61 0.35 0.49
C 1.779 7.130 -1.111 0.27 -0.08 -0.12
F 2.867 7.939 -1.095 -0.55 -0.27 0.08
C 0.665 7.447 -0.328 0.05 -0.05 -0.08
F 0.673 8.563 0.443 0.01 -0.62 -0.42
C -0.454 6.612 -0.337 -0.35 -0.31 0.00
F -1.533 6.918 0.427 0.64 -0.04 -0.36
Ge 0.595 3.523 -3.008 -0.26 -3.20 1.60
S 0.241 1.852 -1.582 1.22 4.86 -2.63
C -0.844 3.514 -4.307 -0.43 1.11 -1.09
C -1.675 4.632 -4.504 0.19 -1.17 -1.12
F -1.495 5.772 -3.795 -0.16 -0.42 -0.40
C -2.700 4.586 -5.455 0.36 0.52 0.02
F -3.498 5.667 -5.644 0.19 -0.49 -0.02
C -2.903 3.431 -6.215 0.26 0.07 -0.19
F -3.897 3.390 -7.136 0.49 0.03 0.51
C -2.078 2.318 -6.028 0.31 -0.33 -0.07
F -2.273 1.199 -6.768 -0.02 0.70 0.36
C -1.051 2.358 -5.079 0.11 0.40 0.05
F -0.259 1.268 -4.913 -0.82 1.14 -0.37
C 2.205 3.271 -4.062 0.76 0.62 -0.85
C 3.060 2.174 -3.853 -0.37 0.04 0.31
F 2.795 1.253 -2.896 0.67 1.01 -1.45
C 4.209 2.019 -4.638 0.09 -0.31 0.18
F 5.032 0.961 -4.432 -0.46 0.68 -0.41
C 4.511 2.952 -5.634 -0.10 -0.09 0.19
F 5.625 2.798 -6.393 -0.62 0.11 0.40
C 3.664 4.042 -5.850 -0.37 0.33 -0.01
F 3.956 4.945 -6.819 0.05 -0.37 0.27
C 2.514 4.202 -5.069 0.73 -1.27 0.27
F 1.701 5.265 -5.297 0.46 -0.48 0.12
H -0.242 1.714 0.521 0.39 -0.72 -0.34
```
Positions in Å, forces in eV/Å.

Results of the Mulliken charge analysis, in e, for atoms 1 through 99: 1.88, 0.27, 3.38, -2.50, 0.38, -0.89, -1.41, -1.29, 0.80, -1.79, 1.79, 0.07, 0.51, -0.33, -0.88, -0.73, -0.80, -0.71, -0.16, -0.58, -0.98, -0.58, -1.20, -0.08, 1.16, -0.86, 0.00, -0.84, -0.51, -0.81, 0.09, -0.62, -0.37, -1.00, -0.60, -1.26, 0.76, 0.21, 0.93, 0.47, 0.41, 0.48, -0.26, 0.84, 0.37, 0.39, 0.32, 0.38, 1.07, 0.36, 0.40, 0.36, 0.47, 0.52, 0.36, 0.39, 0.43, 0.36, 0.18, 0.40, 0.40, 0.38, 0.47, 1.11, -1.07, 0.40, -1.21, -0.50, -1.69, 1.99, -0.67, 0.10, -0.45, -1.36, -0.66, -1.11, -0.56, 0.42, 0.59, 0.28, 0.30, 0.76, 1.44, 0.46, 0.22, -0.04, -0.33, -0.03, -0.06, -0.34, 0.34, -0.34, 0.54, -0.33, 0.29, -0.33, 0.96, -0.73, 0.06

=====

(2)
DFT (ωB97M-V/def2-TZVPD) results for a molecular structure, C58H40CuF3OP2S2.

Results
Frontier orbital gap = 6.09 eV
Energy = -5728.54203 Eh

Geometry as XYZ:
```
107
Properties=species:S:1:pos:R:3:forces:R:3
Cu -0.138 -0.414 -0.178 0.06 0.48 -0.14
O 1.272 2.445 1.059 -0.12 0.11 -0.29
S 0.739 2.521 -0.341 -0.03 -0.29 0.25
C -0.327 3.927 -0.533 0.01 0.17 0.09
C 0.139 5.209 -0.356 -0.04 0.05 -0.07
C -0.601 6.340 -0.765 0.05 -0.08 0.06
C -1.792 6.129 -1.405 -0.03 0.07 -0.06
C -2.762 7.088 -2.059 -0.02 -0.06 0.01
C -3.900 6.187 -2.623 0.03 -0.01 0.06
C -3.527 4.783 -2.203 0.02 0.07 -0.03
C -4.139 3.580 -2.375 0.05 -0.14 0.11
C -3.579 2.442 -1.728 -0.13 0.08 -0.05
C -2.405 2.469 -1.014 0.00 -0.19 -0.03
P -1.933 1.139 0.169 0.09 -0.18 0.22
C -2.179 2.024 1.749 -0.05 0.01 -0.01
C -3.105 3.047 1.939 -0.05 0.05 -0.04
C -3.251 3.638 3.184 0.03 -0.03 0.03
C -2.473 3.208 4.253 0.01 0.00 -0.03
C -1.542 2.196 4.070 -0.03 0.03 -0.02
C -1.389 1.615 2.820 0.03 -0.04 0.02
C -3.264 -0.111 0.167 0.11 -0.05 -0.02
C -4.560 0.170 0.366 -0.25 -0.05 0.00
C -5.584 -0.862 0.381 0.15 0.16 -0.02
C -5.246 -2.150 0.259 0.09 -0.12 -0.02
C -3.838 -2.569 0.206 -0.08 0.03 0.05
C -2.773 -1.521 0.087 -0.02 0.04 -0.01
C -1.646 3.687 -1.020 0.13 -0.04 0.11
C -2.292 4.819 -1.520 -0.08 0.13 -0.09
C 2.146 2.959 -1.344 0.15 0.03 -0.04
C 2.170 3.977 -2.264 0.13 -0.01 -0.01
C 3.361 4.385 -2.913 -0.14 -0.01 0.06
C 4.527 3.785 -2.549 0.09 -0.01 -0.04
C 5.958 4.058 -2.951 0.00 -0.03 0.05
C 6.800 3.014 -2.164 -0.05 0.00 -0.02
C 5.785 2.210 -1.384 0.04 0.08 -0.05
C 5.925 1.159 -0.530 -0.10 -0.06 0.07
C 4.749 0.538 -0.047 0.18 -0.04 -0.03
C 3.474 0.965 -0.337 -0.15 -0.09 0.04
P 2.139 -0.295 -0.070 -0.10 -0.34 -0.09
C 2.535 -1.034 1.544 0.00 0.10 0.02
C 2.870 -0.203 2.613 0.04 0.00 -0.01
C 3.034 -0.741 3.881 -0.01 -0.03 0.00
C 2.851 -2.102 4.093 0.00 0.04 -0.01
C 2.490 -2.925 3.036 0.01 0.04 -0.01
C 2.327 -2.393 1.765 -0.08 -0.06 0.00
C 2.672 -1.542 -1.318 0.15 0.07 0.14
C 1.964 -1.595 -2.513 -0.05 0.03 -0.06
C 2.366 -2.437 -3.542 0.01 -0.03 0.03
C 3.474 -3.253 -3.378 -0.02 0.00 0.06
C 4.175 -3.230 -2.177 -0.05 0.01 -0.05
C 3.778 -2.378 -1.159 0.02 0.01 0.02
C 3.320 2.176 -1.086 -0.08 0.07 -0.02
C 4.491 2.702 -1.646 0.16 0.04 -0.03
H 1.134 5.341 0.051 0.02 0.01 0.01
H -0.196 7.333 -0.619 0.01 0.00 0.01
H -2.270 7.663 -2.845 -0.01 0.00 -0.01
H -3.144 7.809 -1.335 0.00 0.00 0.01
H -3.976 6.265 -3.709 0.02 0.00 -0.01
H -4.872 6.471 -2.219 -0.01 0.00 0.00
H -5.070 3.479 -2.916 0.00 0.00 -0.01
H -4.147 1.522 -1.748 -0.01 -0.02 -0.01
H -3.711 3.394 1.109 0.00 -0.01 0.01
H -3.971 4.435 3.323 -0.01 0.01 0.00
H -2.587 3.670 5.225 -0.01 0.01 0.01
H -0.922 1.869 4.893 0.00 0.00 0.01
H -0.633 0.853 2.665 0.00 0.00 0.00
H -4.875 1.199 0.495 0.00 -0.01 0.00
H -6.623 -0.569 0.449 0.00 0.02 -0.01
H -6.010 -2.914 0.180 0.01 -0.02 0.03
H -3.616 -3.507 -0.291 -0.03 0.00 -0.01
H -1.771 -1.516 -1.809 -0.04 0.00 0.01
H 1.260 4.517 -2.478 -0.05 0.04 0.00
H 3.330 5.198 -3.628 -0.01 0.00 -0.01
H 6.244 5.079 -2.696 0.00 0.01 0.00
H 6.090 3.954 -4.028 0.00 -0.02 0.00
H 7.519 3.495 -1.499 -0.01 0.01 0.02
H 7.371 2.369 -2.833 0.00 0.00 0.00
H 6.893 0.755 -0.262 0.01 0.00 0.00
H 4.868 -0.357 0.550 0.00 0.01 0.00
H 2.987 0.862 2.451 -0.01 -0.01 -0.01
H 3.297 -0.093 4.707 0.01 0.00 0.01
H 2.980 -2.517 5.084 0.00 0.00 0.01
H 2.326 -3.982 3.198 0.00 -0.01 -0.01
H 2.011 -3.039 0.952 0.01 0.01 -0.01
H 1.082 -0.977 -2.643 0.00 0.01 0.03
H 1.802 -2.462 -4.465 -0.01 0.00 -0.01
H 3.782 -3.919 -4.174 0.01 0.00 -0.01
H 5.030 -3.877 -2.033 0.00 -0.01 0.00
H 4.334 -2.376 -0.231 -0.01 -0.01 0.02
F 2.124 -9.720 1.203 0.03 0.00 -0.02
C 2.642 -8.908 0.264 -0.10 0.08 -0.03
F 2.728 -9.626 -0.876 0.01 -0.01 0.03
F 3.914 -8.645 0.637 0.01 0.00 0.00
C 1.837 -7.657 0.077 0.08 -0.05 -0.01
C 2.120 -6.827 -1.004 -0.02 0.01 0.00
C 1.410 -5.658 -1.185 0.01 -0.04 -0.03
C 0.393 -5.294 -0.291 -0.06 0.25 -0.03
C 0.121 -6.136 0.790 0.01 -0.07 0.11
C 0.840 -7.306 0.974 -0.06 0.04 0.01
C -0.330 -4.078 -0.474 0.09 -0.29 -0.15
C -0.917 -3.033 -0.649 -0.05 0.21 0.13
H 2.898 -7.102 -1.706 0.01 0.00 0.00
H 1.627 -5.007 -2.021 0.03 0.01 -0.01
H -0.661 -5.861 1.484 0.00 0.00 0.00
H 0.617 -7.950 1.813 0.00 -0.01 0.00
S -2.829 -2.374 1.729 0.00 0.03 0.00
C -1.542 -1.754 -0.763 0.07 -0.15 -0.12
```
Positions in Å, forces in eV/Å.

Results of the Mulliken charge analysis, in e, for atoms 1 through 99: -0.53, -0.56, 1.48, 0.12, -0.48, -1.33, 0.43, -0.97, -0.77, 0.02, -1.26, -0.19, -0.10, 0.18, 1.43, -0.21, -0.80, -0.62, -0.72, -0.29, -0.27, 0.35, -1.02, -0.78, -1.66, 1.27, -0.75, 1.11, 0.05, -0.43, -1.51, 0.16, -0.81, -0.76, 0.07, -1.47, -0.12, 0.30, 1.55, 0.16, -0.44, -0.85, -0.63, -0.76, 0.03, 0.70, -0.55, -0.65, -0.73, -0.82, 0.24, -1.26, 1.49, 0.69, 0.43, 0.32, 0.33, 0.32, 0.30, 0.46, 0.70, 0.27, 0.43, 0.39, 0.45, 0.19, 0.49, 0.41, 0.40, 0.56, 0.78, 0.62, 0.45, 0.28, 0.31, 0.30, 0.28, 0.47, 0.55, 0.40, 0.45, 0.40, 0.52, 0.33, 0.14, 0.42, 0.40, 0.46, 0.26, -0.29, 0.88, -0.27, -0.26, 0.40, -0.90, -0.37, 0.15, -0.55, -0.76